1.
Below is a structure of composition CH4N6O, with properties calculated with ωB97M-V with the def2-TZVPD basis set.

Geometry as XYZ:
```
12
Properties=species:S:1:pos:R:3:forces:R:3
C 0.0320 0.1589 -0.1928 -5.277 2.620 5.083
H 0.0210 -0.6789 -3.0981 -1.852 2.016 2.294
H -1.5361 -0.7636 -1.9790 3.590 2.945 -1.553
H 1.0267 1.2706 2.5250 -2.646 -0.010 -2.594
H 1.0221 -1.8713 0.8465 -2.289 3.458 2.720
N -0.4759 -0.0384 -2.3023 -4.474 -5.182 -3.824
N 0.3096 -0.1020 -1.2767 5.024 -2.191 -7.672
N -1.3087 0.5755 0.2994 3.348 1.752 4.449
N -0.9618 1.1492 1.4226 -1.565 0.055 -2.065
N 0.4808 1.2878 1.5358 1.072 -3.349 1.278
N 0.9239 0.0768 0.7902 2.704 3.253 2.277
O 0.4665 -1.0647 1.4294 2.364 -5.368 -0.393
```
Forces are in eV/Å.

Values from the calculation:
Relative energy (zero: lowest compared OMol25 entry of this formula, charge and spin), kcal/mol: 140.2
Orbital gap, eV: 9.341
Electronic energy, a.u.: -443.9636


2.
Below is a structure of composition CH4NO, with properties calculated with ωB97M-V with the def2-TZVPD basis set.

Geometry as XYZ:
```
7
Properties=species:S:1:pos:R:3:forces:R:3
O -0.3312 1.0802 -1.4698 2.008 2.368 -0.415
H -1.0349 0.5661 -1.7472 -2.372 -1.467 -1.063
C 0.0477 -0.4388 0.3990 1.806 0.415 -0.597
N 0.6032 -0.5366 1.5372 -1.465 -0.974 1.324
H -0.8916 -0.9189 0.3403 -1.612 -1.154 0.154
H 0.1787 0.2534 -0.6769 0.100 0.029 0.955
H 1.4283 -0.0054 1.6173 1.536 0.783 -0.358
```
Forces are in eV/Å.

Values from the calculation:
Relative energy (zero: lowest compared OMol25 entry of this formula, charge and spin), kcal/mol: 32.3
Orbital gap, eV: 7.223
Net charge: -1
Electronic energy, a.u.: -170.4285